Entry 1:
Computed, not measured: C3H11P3 in the gas phase, with the ωB97M-V functional and the def2-TZVPD basis.

Geometry as XYZ:
```
17
Properties=species:S:1:pos:R:3
C -2.544 -0.273 0.280
C -1.335 0.218 -0.421
C -0.165 -0.755 -0.100
P 1.669 1.709 0.131
P 2.720 -1.487 0.232
P 1.377 -0.209 -0.950
H -2.866 0.510 1.018
H -3.381 -0.333 -0.464
H -2.497 -1.256 0.985
H -1.271 0.267 -1.532
H -1.122 1.253 -0.098
H 0.165 -0.937 0.914
H -0.382 -1.707 -0.394
H 0.971 2.578 -0.730
H 2.838 2.059 -0.652
H 3.798 -0.633 0.451
H 2.025 -1.003 1.329
```

Output
**SMILES string**: CCCP(P)#[PH2]
**E_LUMO**: 0.0388 hartree
**2S+1**: 1
**HOMO-LUMO gap**: 0.346 hartree
**HOMO**: -0.30742 Eh

Need the Mulliken charges? In units of e they are: -1.05 -0.26 -1.16 -0.19 -0.09 0.02 0.29 0.26 0.28 0.40 0.19 0.46 0.58 0.07 0.07 0.05 0.07

Entry 2:
Computed, not measured: C3H12ClN2PSSi in the gas phase, with the ωB97M-V functional and the def2-TZVPD basis.

Geometry as XYZ:
```
21
Properties=species:S:1:pos:R:3
C -1.348 1.232 -1.161
C -1.582 -0.152 1.860
C -1.232 -2.034 -0.864
N 1.442 1.328 0.670
N 2.851 1.768 0.899
Si -1.030 -0.301 -0.009
P 1.215 -0.120 0.230
S 1.804 -0.291 -1.974
Cl 2.470 -1.500 0.994
H -0.320 1.531 -1.308
H -1.741 0.903 -2.069
H -1.750 2.173 -0.758
H -1.462 0.871 2.215
H -2.621 -0.417 2.272
H -0.779 -0.529 2.499
H -1.244 -1.974 -1.891
H -0.482 -2.799 -0.568
H -2.320 -2.439 -0.555
H 3.177 1.718 -0.101
H 2.738 2.656 1.391
H 2.212 -1.623 -1.772
```

Output
**SMILES string**: C[Si](C)(C)[P@](S)(Cl)=NN
**E_LUMO**: 0.0158 hartree
**2S+1**: 1
**HOMO-LUMO gap**: 0.316 hartree
**HOMO**: -0.30026 Eh

Need the Mulliken charges? In units of e they are: -1.09 -1.14 -1.04 -0.23 -0.55 0.59 0.40 -0.35 -0.25 0.32 0.36 0.34 0.37 0.35 0.35 0.37 0.32 0.26 0.24 0.24 0.15

Entry 3:
Computed, not measured: 4 unconnected molecules or ions with the total composition C3H12ClO3, with the ωB97M-V functional and the def2-TZVPD basis.

Geometry as XYZ:
```
19
Properties=species:S:1:pos:R:3
Cl 2.054 0.870 -1.838
C 0.279 2.614 3.493
O 1.572 2.131 3.182
H 0.162 3.646 3.825
H -0.252 2.625 2.541
H -0.212 2.027 4.269
H 1.548 1.797 2.282
C 2.339 -4.991 0.203
O 1.258 -4.201 -0.234
H 1.883 -5.785 0.795
H 2.929 -5.294 -0.661
H 3.044 -4.302 0.668
H 1.518 -3.376 -0.650
C -3.278 2.306 -2.981
O -2.805 1.080 -3.471
H -3.655 2.024 -1.998
H -2.427 2.924 -2.699
H -4.059 2.793 -3.566
H -1.898 1.111 -3.160
```

Output
**Total charge**: -1
**E_LUMO**: 0.1172 hartree
**2S+1**: 1
**HOMO-LUMO gap**: 0.263 hartree
**HOMO**: -0.14539 Eh

Need the Mulliken charges? In units of e they are: -0.99 -0.51 -0.51 0.22 0.24 0.20 0.36 -0.42 -0.52 0.18 0.22 0.23 0.32 -0.56 -0.50 0.24 0.27 0.21 0.34

Entry 4:
Computed, not measured: a molecular structure, C3H12FNNiO7V, with the ωB97M-V functional and the def2-TZVPD basis.

Geometry as XYZ:
```
26
Properties=species:S:1:pos:R:3
Ni 8.471 -16.388 -10.681
O 8.143 -20.669 -10.318
V 9.361 -19.923 -10.998
N 7.518 -18.227 -13.025
O 7.953 -17.181 -12.415
O 7.771 -19.372 -12.543
O 6.869 -18.105 -14.037
F 9.104 -18.144 -10.047
C 5.300 -14.921 -14.448
O 5.386 -16.032 -15.312
H 6.278 -14.468 -14.255
H 4.656 -14.187 -14.916
H 4.849 -15.270 -13.509
H 5.992 -16.684 -14.950
C 7.032 -18.206 -17.408
O 8.054 -17.702 -16.571
H 6.679 -19.183 -17.042
H 6.165 -17.540 -17.511
H 7.384 -18.391 -18.421
H 7.717 -17.753 -15.671
C 5.340 -16.751 -10.539
O 6.664 -16.670 -9.854
H 4.823 -15.797 -10.457
H 5.550 -16.902 -11.591
H 4.753 -17.549 -10.100
H 6.512 -16.905 -8.926
```

Output
**Total charge**: +2
**E_LUMO (alpha / beta)**: -0.4242 / -0.4058 hartree
**2S+1**: 4
**HOMO-LUMO gap (alpha / beta)**: 0.110 / 0.129 hartree
**HOMO (alpha / beta)**: -0.53439 / -0.53439 Eh

Need the Mulliken charges? In units of e they are: 0.98 -0.26 1.68 1.23 -0.47 -0.63 -0.59 -0.53 -0.46 -0.48 0.22 0.29 0.13 0.44 -0.59 -0.48 0.24 0.27 0.28 0.36 -0.20 -0.34 0.30 -0.06 0.33 0.34

Entry 5:
Computed, not measured: 2 unconnected molecules or ions with the total composition C3H12N2, with the ωB97M-V functional and the def2-TZVPD basis.

Geometry as XYZ:
```
17
Properties=species:S:1:pos:R:3
C 1.210 -2.547 -1.287
N 1.880 -1.656 -0.383
H 1.863 -2.361 -2.180
H 1.403 -3.625 -0.980
H 0.246 -2.061 -1.428
H 2.677 -2.025 0.106
H 1.305 -1.406 0.424
C -0.120 2.021 1.196
C -1.407 1.962 0.327
N -1.856 0.510 0.339
H -0.205 1.157 1.929
H 0.039 3.054 1.654
H 0.666 1.936 0.372
H -1.409 2.413 -0.787
H -2.225 2.470 0.838
H -1.231 -0.125 -0.174
H -2.837 0.283 0.035
```

Output
**SMILES string**: CCN.CN
**E_LUMO**: 0.0390 hartree
**2S+1**: 1
**HOMO-LUMO gap**: 0.373 hartree
**HOMO**: -0.33400 Eh

Need the Mulliken charges? In units of e they are: -0.57 -0.53 0.23 0.22 0.27 0.21 0.19 -0.84 -0.24 -0.55 0.26 0.29 0.22 0.22 0.30 0.13 0.21

Entry 6:
Computed, not measured: a gas-phase ion, C3H12N2 (charge +2), with the ωB97M-V functional and the def2-TZVPD basis.

Geometry as XYZ:
```
17
Properties=species:S:1:pos:R:3
C 0.016 1.372 -0.109
C 0.508 -0.069 0.129
C 0.096 -1.085 -0.947
N -0.445 -2.374 -0.377
N -0.032 2.219 1.143
H -0.942 1.306 -0.636
H 0.589 1.969 -0.831
H 0.113 -0.345 1.104
H 1.595 -0.125 0.237
H -0.463 -0.680 -1.792
H 1.006 -1.427 -1.461
H -0.402 -3.177 -1.009
H 0.027 -2.540 0.508
H -1.443 -2.338 -0.141
H -0.084 3.203 0.858
H 0.789 1.995 1.697
H -0.929 2.098 1.628
```

Output
**Total charge**: +2
**SMILES string**: [NH3+]CCC[NH3+]
**E_LUMO**: -0.2607 hartree
**2S+1**: 1
**HOMO-LUMO gap**: 0.517 hartree
**HOMO**: -0.77811 Eh

Need the Mulliken charges? In units of e they are: -0.81 -0.58 -0.67 -0.34 -0.27 0.43 0.35 0.47 0.41 0.48 0.34 0.37 0.36 0.35 0.38 0.35 0.37

Entry 7:
Computed, not measured: 2 unconnected molecules or ions with the total composition C3H12N2O, with the ωB97M-V functional and the def2-TZVPD basis.

Geometry as XYZ:
```
18
Properties=species:S:1:pos:R:3
N 0.260 -1.465 -2.034
C 0.728 -0.459 -1.103
C -0.432 0.315 -0.470
C -1.248 -0.574 0.504
N -1.616 0.140 1.739
H -0.694 -1.754 -1.884
H 0.848 -2.288 -2.095
H 1.269 -0.857 -0.238
H 1.347 0.267 -1.620
H -1.112 0.707 -1.248
H -0.012 1.213 -0.018
H -2.185 -0.779 0.003
H -0.599 -1.396 0.798
H -2.607 0.295 1.844
H -1.110 1.006 1.876
H 1.962 2.447 1.736
H 2.815 1.176 1.239
O 2.384 2.007 0.970
```

Output
**Total charge**: -1
**E_LUMO (alpha / beta)**: 0.1410 / 0.1354 hartree
**2S+1**: 2
**HOMO-LUMO gap (alpha / beta)**: 0.101 / 0.344 hartree
**HOMO (alpha / beta)**: 0.04037 / -0.20860 Eh

Need the Mulliken charges? In units of e they are: -0.46 -1.14 -1.27 -0.55 -0.76 0.20 0.21 0.33 0.45 0.27 0.90 0.26 0.29 0.40 0.35 0.66 0.59 -1.72

Entry 8:
Computed, not measured: a molecular structure, C3H12N2O, with the ωB97M-V functional and the def2-TZVPD basis.

Geometry as XYZ:
```
18
Properties=species:S:1:pos:R:3
C -1.665 0.251 -1.331
N -1.209 0.086 0.043
O -2.173 -0.744 0.691
H -2.260 -0.312 1.553
H 0.057 1.202 0.791
H -1.079 1.033 -1.821
H -2.729 0.509 -1.371
H -1.550 -0.676 -1.904
C 1.514 -1.198 -0.496
C 1.106 1.526 1.185
N 0.125 -1.221 -0.116
H -0.007 -1.685 0.783
H 1.639 -1.759 -1.434
H 2.149 -1.664 0.270
H 1.904 -0.202 -0.725
H 1.629 0.690 1.646
H 0.870 2.306 1.912
H 1.679 1.860 0.323
```

Output
**E_LUMO (alpha / beta)**: 0.0339 / 0.0339 hartree
**2S+1**: 1
**HOMO-LUMO gap (alpha / beta)**: 0.346 / 0.346 hartree
**HOMO (alpha / beta)**: -0.31170 / -0.31167 Eh

Need the Mulliken charges? In units of e they are: -0.83 -0.15 -0.46 0.34 0.36 0.33 0.32 0.29 -0.78 -0.97 -0.33 0.23 0.29 0.31 0.23 0.22 0.33 0.27

Number 1: F_max 0.0671 hartree/bohr. Number 2: F_max 0.0825 hartree/bohr. Number 3: F_max 0.0395 hartree/bohr. Number 4: F_max 0.1249 hartree/bohr. Number 5: F_max 0.0580 hartree/bohr. Number 6: F_max 0.0376 hartree/bohr. Number 7: F_max 0.0422 hartree/bohr. Number 8: F_max 0.0590 hartree/bohr.